1.
{"formula": "C21H29F4N2OSYb", "method": "wB97M-V/def2-TZVPD", "charge": 2, "multiplicity": 2, "relative_energy_kj_mol": 745.2, "e_lumo_ev": [-7.8, -9.2], "total_energy_ev": -80488.853, "symbols": ["Yb", "C", "N", "C", "C", "C", "N", "C", "C", "F", "C", "F", "C", "C", "F", "C", "F", "H", "H", "H", "H", "H", "H", "H", "H", "H", "H", "H", "C", "C", "C", "C", "C", "C", "C", "C", "C", "H", "H", "H", "H", "H", "H", "H", "H", "H", "H", "H", "H", "C", "S", "C", "O", "H", "H", "H", "H", "H", "H"], "coordinates": [[0.015123, -0.528210, 0.101976], [-0.702130, 4.045200, 1.201850], [-0.474551, 1.837727, -0.386527], [-3.472879, 4.199453, -0.287654], [0.092813, 2.133317, -1.676525], [1.407515, 1.373688, -1.993946], [1.353003, -0.000772, -1.608134], [1.589341, -1.010588, -2.455964], [0.784543, -2.213858, -2.381886], [-0.236787, -2.361651, -1.458313], [1.127373, -3.306839, -3.178218], [0.359005, -4.390940, -3.075804], [2.338895, -3.486880, -3.865290], [3.086813, -2.320291, -3.997876], [4.210391, -2.249347, -4.692037], [2.653921, -1.118862, -3.385323], [3.305145, 0.019063, -3.562743], [-1.420065, 4.661993, 1.842347], [-0.327664, 4.703094, 0.398120], [0.110432, 2.242417, 0.339956], [-3.221732, 5.047168, 0.340693], [-4.437208, 3.757554, 0.031783], [-3.521333, 4.476987, -1.365816], [0.324250, 3.212554, -1.824632], [-0.674138, 1.875093, -2.388372], [2.250874, 1.891411, -1.408977], [1.558879, 1.544938, -3.096446], [2.606053, -4.488660, -4.274598], [-1.462103, -1.749137, 4.071141], [-0.405199, -1.641304, 3.013664], [0.588153, -0.684402, 3.004717], [1.638487, -0.807296, 2.100470], [2.633608, 0.382245, 2.012464], [1.814063, -1.946458, 1.288578], [0.811808, -2.939744, 1.275738], [0.974574, -4.310627, 0.689591], [-0.386519, -2.659214, 2.069172], [-2.372005, -2.188616, 3.692451], [-1.687831, -0.813317, 4.589139], [-1.118514, -2.525082, 4.820001], [0.564565, 0.152546, 3.717540], [2.732307, 0.817040, 1.002775], [3.686544, 0.065917, 2.234119], [2.285271, 1.199213, 2.685616], [2.748130, -2.084162, 0.757806], [-0.035323, -4.769663, 0.526121], [1.563151, -4.956882, 1.344249], [1.505249, -4.253660, -0.308712], [-1.289475, -3.358759, 2.007582], [-2.682622, 1.934840, 1.327585], [-1.972627, 2.707194, -0.207735], [-2.930837, 1.711776, -1.406853], [0.077242, 3.122160, 1.689247], [-1.987372, 1.262668, 1.812786], [-3.671311, 1.496138, 1.132021], [-2.886296, 2.760363, 2.035700], [-3.979311, 1.647790, -1.013445], [-2.490609, 0.705718, -1.440926], [-2.951080, 2.177958, -2.414247]], "forces_ev_per_a": [[-0.54, -0.73, 0.23], [3.90, 0.46, 3.37], [0.04, -1.13, 0.04], [-0.94, 0.18, -0.88], [0.81, 0.77, -1.59], [1.22, 1.01, 0.03], [-1.24, 0.86, 0.74], [-0.40, -2.96, -1.00], [2.30, 0.35, -1.70], [-0.21, 0.60, -0.13], [0.65, -0.85, 1.03], [-0.52, -0.32, 0.16], [-0.45, 0.57, -0.22], [-0.77, 0.95, 0.52], [0.04, -0.26, -0.06], [-0.84, -0.86, 0.52], [1.09, 0.52, -0.35], [0.24, -1.56, -0.47], [-0.06, -0.66, -0.43], [0.53, 0.18, 0.44], [0.38, -0.10, 0.03], [0.69, -0.10, -0.09], [0.26, -0.24, 0.82], [-0.24, -0.41, 0.28], [0.00, -0.23, -0.69], [-1.00, -0.35, -1.00], [0.12, -0.12, 1.08], [-0.27, 1.17, 0.23], [0.33, -0.51, 1.00], [-1.18, -0.79, 0.09], [0.32, 0.64, -0.10], [1.70, 1.39, -0.06], [0.24, -0.30, 0.27], [-0.53, -0.64, 0.72], [-1.09, 0.45, 1.77], [-0.44, 0.14, -1.83], [0.55, -1.53, -1.48], [-0.38, 0.07, -0.30], [0.13, -0.17, -0.02], [-0.17, 1.04, -0.56], [0.06, -0.39, -0.39], [-0.35, -0.29, 0.08], [-0.99, 0.26, 0.18], [0.56, -0.65, -0.36], [-0.05, 0.04, -0.17], [0.99, 0.26, 0.12], [-0.08, 0.15, 0.05], [-0.54, -0.19, 1.07], [1.61, 0.82, 0.17], [-0.54, 1.17, 0.31], [-3.11, -0.64, 0.85], [-0.73, -0.01, -0.45], [-3.35, 3.32, -1.21], [0.25, -0.21, -0.20], [0.58, -0.10, -0.31], [0.34, -0.33, -0.40], [1.05, 0.20, -0.38], [-0.10, 0.36, -0.09], [0.15, -0.26, 0.72]]}

2.
{"formula": "C21H29F9NO3P2Re", "method": "wB97M-V/def2-TZVPD", "charge": 1, "multiplicity": 4, "e_lumo_ev": [-2.8, -5.8], "total_energy_ev": -75036.421, "symbols": ["C", "C", "N", "C", "C", "C", "C", "P", "Re", "P", "C", "C", "C", "C", "C", "C", "C", "O", "O", "H", "H", "H", "C", "C", "H", "H", "H", "H", "C", "C", "H", "H", "H", "H", "H", "H", "H", "H", "H", "H", "H", "H", "H", "H", "H", "H", "H", "H", "H", "H", "H", "H", "F", "C", "F", "F", "C", "O", "C", "F", "F", "F", "C", "F", "F", "F"], "coordinates": [[-0.651172, 3.847567, -2.087539], [-0.715408, 2.496836, -1.698921], [0.148554, 2.054859, -0.723743], [1.077686, 2.862823, -0.185785], [1.063697, 4.228837, -0.460084], [0.199066, 4.722700, -1.434935], [-1.606802, 1.526528, -2.261858], [-1.823653, 0.012547, -1.307140], [0.172763, -0.107864, -0.222248], [2.335678, 0.418249, 0.233858], [2.093104, 2.207589, 0.713762], [0.147592, -2.178551, -0.053081], [-0.962304, -2.834803, 0.523420], [-0.988879, -4.224272, 0.610416], [0.087726, -4.991227, 0.140058], [1.192921, -4.343273, -0.435202], [1.226978, -2.952842, -0.542542], [-0.642822, 0.521533, -4.636398], [0.484545, -1.289190, -3.535421], [-1.328652, 4.167815, -2.884100], [1.764625, 4.861811, 0.085240], [0.196451, 5.786725, -1.677367], [-3.300023, 0.430719, -0.359616], [-2.432765, -1.312075, -2.389472], [3.067865, 2.707030, 0.636896], [1.765292, 2.240911, 1.763446], [-0.936913, 0.989892, -3.842919], [-2.527092, 1.931549, -2.692953], [3.121147, -0.319279, 1.671773], [3.678218, 0.552996, -0.985629], [-1.799185, -2.241200, 0.903982], [-1.854171, -4.710285, 1.067702], [0.066343, -6.074410, 0.225621], [2.035555, -4.928231, -0.806333], [2.093817, -2.440190, -0.974648], [0.577588, -0.987196, -2.483203], [0.543780, -2.241544, -3.676642], [-0.026959, -0.603179, -4.120740], [-0.055420, 1.152730, -5.072896], [0.951501, -0.262662, -1.717516], [-4.085356, 0.753189, -1.056159], [-3.618005, -0.450432, 0.204666], [-3.073524, 1.242577, 0.338488], [-3.309730, -0.954791, -2.945217], [-1.659656, -1.650492, -3.089141], [-2.719868, -2.155513, -1.749610], [4.525937, 1.095313, -0.543150], [3.992977, -0.458034, -1.275413], [3.323820, 1.085918, -1.876884], [4.127075, 0.099849, 1.797235], [2.524727, -0.138065, 2.571702], [3.196600, -1.398518, 1.507500], [-0.597678, -2.244306, 3.227402], [-0.244561, -1.144064, 3.934201], [-0.784520, -1.262729, 5.171305], [1.107214, -1.191962, 4.066697], [-0.691169, 0.144558, 3.172258], [-0.286373, 0.125059, 1.852876], [-2.242379, 0.258605, 3.261818], [-2.715632, 0.385746, 4.524103], [-2.678708, 1.331139, 2.551296], [-2.825149, -0.842324, 2.705919], [-0.085915, 1.374730, 3.921824], [-0.342742, 1.386402, 5.255041], [1.270230, 1.394832, 3.772434], [-0.547876, 2.533367, 3.391549]], "forces_ev_per_a": [[-0.89, -0.42, -0.47], [1.11, 0.30, 0.55], [0.58, -0.52, -0.21], [-1.05, -0.94, -0.32], [0.26, 0.43, -0.34], [0.35, 0.29, 0.40], [-1.18, 1.34, 0.83], [-1.66, -0.72, 0.41], [-0.83, -2.21, 1.38], [2.22, 0.94, 1.43], [0.66, 0.55, -0.07], [-0.03, 0.55, -0.81], [1.22, -0.54, -0.54], [-0.31, 0.60, 0.45], [1.19, 0.50, -0.62], [-0.58, -1.48, 0.49], [-1.20, 0.99, 0.70], [0.28, 0.02, -1.01], [1.07, -0.91, 0.75], [0.32, 0.06, 0.34], [-0.26, -0.07, -0.32], [0.01, -0.41, 0.05], [-0.40, 0.34, -0.56], [-0.06, 0.17, -0.27], [-0.22, 0.23, 0.08], [-0.15, -0.18, -0.24], [-0.45, 0.33, 0.58], [0.26, 0.08, -0.53], [0.83, 0.27, 0.26], [-0.27, -0.15, -0.09], [0.29, -0.09, -0.12], [0.24, 0.03, -0.19], [0.05, 0.19, -0.06], [-0.18, 0.00, 0.08], [-0.20, -0.12, 0.02], [0.01, 0.18, -0.97], [-0.27, 0.09, -0.34], [-0.07, 0.00, -0.33], [0.05, -0.14, -0.24], [-0.31, 0.14, 0.20], [-0.16, -0.10, 0.33], [-0.04, 0.06, -0.03], [0.00, -0.15, -0.11], [0.16, -0.20, 0.08], [-0.49, 0.06, 0.30], [0.06, 0.22, -0.11], [-0.20, -0.21, -0.13], [0.05, 0.20, -0.02], [0.05, -0.08, 0.13], [-0.07, -0.16, 0.18], [-0.06, -0.06, -0.36], [0.02, 0.02, 0.05], [0.20, 0.68, 0.57], [0.13, -1.10, 0.25], [0.46, 0.13, -0.96], [-0.84, 0.10, 0.00], [0.43, -0.01, -1.72], [-0.09, 0.73, 1.29], [-0.97, -0.04, 0.28], [0.28, -0.06, -1.07], [0.20, -0.64, 0.49], [0.32, 0.74, 0.41], [0.35, 0.62, 0.60], [0.25, 0.03, -1.26], [-0.81, 0.10, 0.12], [0.34, -0.61, 0.34]]}